# 1
Density functional theory data (ωB97M-V/def2-TZVPD) for the molecule CH3PS3.

Each line ends with the natural charge from an NBO analysis.
Geometry (Å):
C1 1.184 0.632 -0.079  -0.54
P1 -1.606 -0.149 -0.085  0.68
S1 0.433 -0.816 0.295  0.08
S2 2.830 0.841 -0.010  0.24
S3 -2.141 1.698 0.053  -0.46
H1 -1.838 -0.785 -1.307  -0.03
H2 -2.236 -1.082 0.747  -0.03
H3 3.374 -0.340 0.385  0.06

energy relative to the best compared isomer or geometry (same formula, charge and spin)	26.6	kcal per mole
HOMO-LUMO gap	8.7	eV

***

# 2
Density functional theory data (ωB97M-V/def2-TZVPD) for the molecule CH3PS4 at a distorted geometry.

Each line ends with the natural charge from an NBO analysis.
Geometry (Å):
C1 0.599 -1.366 -0.878  -0.83
P1 1.150 0.462 -0.643  0.46
S1 0.686 -1.316 0.946  0.37
S2 -1.108 -1.722 1.547  -0.40
S3 -0.687 3.186 0.625  -0.05
S4 -0.770 1.534 -0.529  -0.18
H1 -0.322 -1.413 -1.312  0.25
H2 1.237 -2.016 -1.506  0.26
H3 -0.785 2.652 1.751  0.11

energy relative to the best compared isomer or geometry (same formula, charge and spin)	45.6	kcal per mole
HOMO-LUMO gap	6.9	eV

***

# 3
Density functional theory data (ωB97M-V/def2-TZVPD) for a cluster of 2 separate species, CH4BBr in total at a distorted geometry.

Each line ends with the natural charge from an NBO analysis.
Geometry (Å):
B1 -0.321 -0.271 -0.544  0.72
C1 -0.693 0.620 0.629  -1.16
Br1 2.855 -1.965 -2.105  -0.30
H1 0.584 -0.674 -1.123  -0.10
H2 -1.684 1.105 0.814  0.28
H3 -0.739 -0.245 1.361  0.29
H4 -0.003 1.430 0.967  0.27

energy relative to the best compared isomer or geometry (same formula, charge and spin)	112.7	kcal per mole
HOMO-LUMO gap (alpha / beta)	9.0 / 4.2	eV

***

# 4
Density functional theory data (ωB97M-V/def2-TZVPD) for a cluster of 2 separate species, CH4BBrO2 in total at a distorted geometry.

Each line ends with the natural charge from an NBO analysis.
Geometry (Å):
B1 -0.352 0.041 -0.061  0.93
C1 -1.260 1.170 -0.460  -0.11
O1 0.440 0.268 1.067  -0.82
O2 -0.404 -1.229 -0.450  -0.85
Br1 3.122 -1.330 0.015  -0.59
H1 -1.541 1.918 0.219  0.20
H2 -1.303 1.523 -1.456  0.20
H3 1.017 -0.506 1.199  0.51
H4 0.281 -1.856 -0.073  0.53

energy relative to the best compared isomer or geometry (same formula, charge and spin)	104.0	kcal per mole
HOMO-LUMO gap (alpha / beta)	3.2 / 3.1	eV

***

# 5
Density functional theory data (ωB97M-V/def2-TZVPD) for a cluster of 2 separate species, CH4Br in total.

Each line ends with the Löwdin spin population.
Geometry (Å):
Br1 0.064 -1.731 -1.162  1.00
H1 0.111 2.462 2.033  0.00
C1 0.102 1.598 1.375  0.00
H2 -0.753 0.969 1.614  0.00
H3 0.029 1.929 0.342  0.00
H4 1.019 1.029 1.509  0.00

spin multiplicity	2
energy relative to the best compared isomer or geometry (same formula, charge and spin)	0.0	kcal per mole
HOMO-LUMO gap (alpha / beta)	12.8 / 7.3	eV
expectation value of S²	0.752

***

# 6
Density functional theory data (ωB97M-V/def2-TZVPD) for a structure of composition CH4Br2N at a distorted geometry.

Each line ends with the natural charge from an NBO analysis.
Geometry (Å):
C1 -2.176 0.876 -0.100  -0.35
N1 1.483 -0.286 0.332  -0.86
Br1 -3.872 1.305 -0.418  0.28
Br2 -1.615 -0.556 -1.122  0.08
H1 1.134 0.572 -0.041  0.47
H2 2.486 -0.311 0.086  0.45
H3 1.106 -1.255 -0.050  0.49
H4 1.454 -0.345 1.312  0.45

charge	+1
energy relative to the best compared isomer or geometry (same formula, charge and spin)	56.7	kcal per mole
HOMO-LUMO gap	8.1	eV

***

no.,E (eV)
1,-42878.0826
2,-53713.9318
3,-71816.4392
4,-75913.6321
5,-71143.0840
6,-142666.6021